Model a:
A cluster of 2 separate species, CH6N2O2S in total, computed with ωB97M-V/def2-TZVPD.

Calculated values
Multiplicity ... 1
Frontier orbital gap ... 0.334 hartree

Cartesian coordinates (Å):
C1 -1.71213 0.18552 -0.47947
N1 2.74646 -1.16307 -0.18145
N2 -2.52901 0.91601 0.49653
O1 -0.56413 -0.39025 0.19654
O2 4.43208 0.59037 0.38661
S1 3.15663 0.29299 -0.28088
H1 -2.32149 -0.59668 -0.85378
H2 -1.56540 0.86140 -1.31672
H3 3.17019 -1.94002 0.34164
H4 -2.79838 0.24638 1.22454
H5 -2.04209 1.72239 0.93371
H6 0.02727 -0.72505 -0.46728

Here are the Löwdin charges for atoms 1 to 6, given in e: atom 1 (C): -0.3270, atom 2 (N): -0.3145, atom 3 (N): -0.0029, atom 4 (O): -0.0888, atom 5 (O): -0.5269, atom 6 (S): 0.8504

---

Model b:
An isolated molecule of CH6N2O2S, computed with ωB97M-V/def2-TZVPD.

Calculated values
Multiplicity ... 1
Frontier orbital gap ... 0.377 hartree
Structure (SMILES) ... C[S@](=N)(=O)ON

Cartesian coordinates (Å):
C1 1.56358 -0.79182 0.22412
S1 0.21827 0.32670 -0.19164
N1 0.71381 0.81481 -1.57759
O1 -0.16973 1.23667 0.86623
O2 -1.11327 -0.69626 -0.25901
N2 -2.11306 -0.29375 0.63053
H1 2.07356 -0.99609 -0.75783
H2 2.15450 -0.30604 0.88033
H3 1.02788 -1.62820 0.83415
H4 0.43000 1.51880 -2.13998
H5 -2.88851 0.33178 0.22548
H6 -1.89702 0.48341 1.26522

Here are the Löwdin charges for atoms 1 to 6, given in e: atom 1 (C): -0.1275, atom 2 (S): 0.7007, atom 3 (N): -0.1731, atom 4 (O): -0.3537, atom 5 (O): -0.3270, atom 6 (N): -0.0595

---

model a has the most favorable energy; the next structure is 3.019 eV above.

---

Model a:
A cluster of 12 separate species, C40H53N10O5P in total, computed with ωB97M-V/def2-TZVPD.

Calculated values
Multiplicity ... 1
Net charge ... -2
Frontier orbital gap ... 0.288 hartree

Cartesian coordinates (Å):
O1 -49.20050 -11.68949 22.34380
H1 -50.06317 -12.17397 22.20213
H2 -48.27867 -12.01697 21.78081
H3 -48.98612 -12.35320 23.13714
P1 -48.19775 -14.45821 21.60400
O2 -49.55315 -14.85103 21.35676
O3 -48.18942 -13.85363 23.09663
O4 -47.95438 -13.18291 20.89791
O5 -47.15395 -15.50979 21.40595
N1 -45.58004 -16.63271 22.97332
C1 -44.35593 -17.12918 22.57021
C2 -43.75733 -17.77002 23.61104
C3 -44.59888 -17.48063 24.86319
C4 -45.72722 -16.84310 24.32046
H4 -46.32422 -16.03139 22.33775
H5 -44.17066 -16.77299 21.56361
H6 -42.89393 -18.40569 23.56853
H7 -44.42518 -17.91061 25.79137
H8 -46.74322 -16.55590 24.59656
N2 -50.75847 -16.30439 19.55471
C5 -50.63705 -17.71253 19.63324
C6 -51.55070 -18.25214 18.73167
C7 -52.30702 -17.07517 18.17649
C8 -51.72484 -15.94552 18.62634
H9 -50.28172 -15.57608 20.02430
H10 -50.09928 -18.25177 20.35567
H11 -51.80663 -19.26732 18.46515
H12 -53.03904 -16.95984 17.40944
H13 -52.10436 -14.90599 18.43991
N3 -46.89543 -17.39166 19.79728
C9 -47.44990 -17.20190 18.65115
C10 -47.45458 -18.49341 18.10290
C11 -46.86647 -19.45903 19.09475
C12 -46.39842 -18.59558 20.14293
H14 -46.80536 -16.78508 20.64187
H15 -47.88087 -16.43890 18.42231
H16 -47.70122 -18.67123 17.06056
H17 -46.75120 -20.36932 18.96035
H18 -46.03080 -18.61822 21.18789
N4 -50.44053 -16.77069 23.01629
C13 -51.72101 -17.36100 22.81608
C14 -51.72076 -18.46980 23.56097
C15 -50.34635 -18.45930 24.34695
C16 -49.65292 -17.51322 23.78491
H19 -50.15949 -15.92091 22.55336
H20 -52.51738 -16.94616 22.34895
H21 -52.56113 -18.96892 23.60086
H22 -49.65109 -19.20368 24.96096
H23 -48.65621 -17.09098 24.02576
N5 -47.88576 -13.17360 18.35625
C17 -48.95604 -13.67203 17.67260
C18 -48.80202 -13.43472 16.34057
C19 -47.43827 -12.74754 16.19987
C20 -47.00342 -12.58000 17.54604
H24 -47.83224 -13.15703 19.40314
H25 -49.80940 -13.95908 18.19789
H26 -49.33979 -13.77378 15.47257
H27 -46.93840 -12.47952 15.29463
H28 -46.25472 -12.07230 18.08439
N6 -49.04318 -14.58830 25.26957
C21 -50.24832 -14.98452 25.81060
C22 -50.07976 -15.08019 27.16830
C23 -48.66665 -14.60665 27.43272
C24 -48.06506 -14.42124 26.22336
H29 -48.77192 -14.23988 24.31796
H30 -51.06761 -15.24514 25.15053
H31 -50.84413 -15.33631 27.87482
H32 -48.03877 -14.41626 28.38068
H33 -47.01037 -14.37301 26.03332
N7 -46.65268 -10.96960 20.56930
C25 -45.57657 -10.50930 21.17546
C26 -45.59653 -9.17696 20.87727
C27 -46.64225 -8.94930 19.88718
C28 -47.38704 -10.11463 19.66240
H34 -46.99432 -11.98477 20.65366
H35 -44.93117 -11.20020 21.81801
H36 -45.07733 -8.49975 21.36032
H37 -46.69428 -7.89975 19.26784
H38 -48.12304 -10.42125 18.94838
N8 -51.42299 -13.13251 21.55158
C29 -51.63176 -12.16074 20.55056
C30 -52.46314 -11.32539 21.21029
C31 -52.96949 -11.98941 22.55306
C32 -52.19126 -13.04547 22.70662
H39 -50.62888 -13.89651 21.33231
H40 -50.98058 -12.30198 19.72428
H41 -52.78956 -10.63043 20.67920
H42 -53.78526 -11.63596 23.15132
H43 -51.95276 -13.83415 23.65544
N9 -46.41284 -12.34731 24.03089
C33 -45.29200 -12.94120 24.65781
C34 -44.73552 -11.88708 25.28457
C35 -45.40771 -10.60418 24.82484
C36 -46.58881 -10.99515 24.24329
H44 -47.09697 -13.22693 23.60619
H45 -45.32136 -13.92367 24.54108
H46 -43.81221 -11.92333 25.82135
H47 -45.23591 -9.68743 24.88143
H48 -47.47693 -10.71635 23.80544
N10 -45.02957 -14.65661 20.45586
C37 -44.07172 -13.97297 21.11456
C38 -43.04985 -13.60559 20.21844
C39 -43.41854 -14.37862 18.89193
C40 -44.66880 -14.89627 19.17421
H49 -45.93656 -14.80290 20.88860
H50 -44.41218 -13.53248 22.07791
H51 -42.34556 -12.91576 20.42965
H52 -42.83846 -14.33719 17.98282
H53 -45.51866 -15.29572 18.58618

Here are the Löwdin charges for atoms 1 to 6, given in e: atom 1 (O): 0.0575, atom 2 (H): 0.0694, atom 3 (H): 0.1477, atom 4 (H): 0.1428, atom 5 (P): 0.1371, atom 6 (O): -0.2776

---

Model b:
A structure of composition C40H53N10O5P, computed with ωB97M-V/def2-TZVPD.

Calculated values
Multiplicity ... 1
Net charge ... -2
Frontier orbital gap ... 0.287 hartree

Cartesian coordinates (Å):
O1 -46.53035 10.75571 -4.43982
H1 -47.29950 10.23660 -4.94019
H2 -45.84128 9.88706 -4.61908
H3 -46.87989 10.58771 -3.42909
P1 -46.45335 8.06130 -2.98834
O2 -47.68671 7.61305 -3.65926
O3 -46.73972 9.47223 -2.40427
O4 -45.55693 8.48562 -3.99279
O5 -45.83564 7.13813 -1.92659
N1 -45.77603 7.37657 0.60545
C1 -44.97136 6.58920 1.52952
C2 -45.26069 7.04267 2.71498
C3 -46.24923 8.24335 2.66223
C4 -46.59544 8.35336 1.34612
H4 -45.82814 7.39866 -0.51195
H5 -44.51132 5.69026 1.05625
H6 -44.84030 6.66769 3.45222
H7 -46.56514 8.75993 3.52501
H8 -47.28578 9.02181 0.74818
N2 -48.64400 5.75226 -4.76487
C5 -48.89230 4.66144 -4.05152
C6 -49.25087 3.61212 -4.95968
C7 -49.18805 4.17796 -6.32290
C8 -48.87890 5.52742 -6.13401
H9 -48.34124 6.56457 -4.17565
H10 -48.56427 4.80724 -3.01791
H11 -49.23666 2.66431 -4.59519
H12 -49.28006 3.92187 -7.30561
H13 -48.78160 6.39407 -6.87611
N3 -46.12077 4.70881 -1.52500
C9 -45.82251 3.76518 -2.54914
C10 -46.37773 2.56492 -2.12369
C11 -46.94065 2.75681 -0.77481
C12 -46.83974 4.09146 -0.54013
H14 -45.80553 5.80466 -1.58474
H15 -45.34879 3.98673 -3.45477
H16 -45.98925 1.78086 -2.74720
H17 -47.63460 2.35606 -0.08136
H18 -47.22257 4.76224 0.10969
N4 -49.63232 7.37736 -2.05670
C13 -50.78276 7.14115 -2.50563
C14 -51.62959 6.85655 -1.50365
C15 -50.72163 6.71259 -0.31293
C16 -49.52581 6.94448 -0.78372
H19 -48.76489 7.75306 -2.66113
H20 -51.08642 7.20053 -3.45341
H21 -52.55831 6.76296 -1.33639
H22 -51.11329 6.35429 0.74859
H23 -48.67551 6.91373 -0.25592
N5 -44.53223 6.46700 -5.39041
C17 -45.20931 5.32302 -5.64792
C18 -44.33275 4.43279 -6.11742
C19 -42.96486 5.11237 -6.16634
C20 -43.21461 6.37952 -5.50023
H24 -44.97594 7.17092 -4.79685
H25 -46.21143 5.29963 -5.50191
H26 -44.52087 3.42238 -6.47180
H27 -41.96415 4.77775 -6.31305
H28 -42.59590 7.00141 -5.28149
N6 -48.57000 10.68327 -1.31521
C21 -49.91658 10.55287 -1.70461
C22 -50.53123 11.44542 -0.91968
C23 -49.47422 12.01416 0.03414
C24 -48.32684 11.44684 -0.30827
H29 -47.73032 9.99123 -1.82415
H30 -50.22749 9.84528 -2.59964
H31 -51.57604 11.72580 -0.94221
H32 -49.52184 12.60324 0.90044
H33 -47.37534 11.54269 -0.00448
N7 -43.54480 9.43328 -5.19669
C25 -42.76285 10.13980 -4.35449
C26 -42.00978 10.95572 -5.12733
C27 -42.36866 10.71815 -6.56435
C28 -43.36831 9.78832 -6.52637
H34 -44.34243 8.75326 -4.80187
H35 -42.85689 9.98043 -3.34497
H36 -41.33777 11.51115 -4.75621
H37 -42.10609 11.21712 -7.49051
H38 -43.92089 9.15348 -7.39101
N8 -48.76739 8.93774 -5.46393
C29 -48.19441 9.15888 -6.69245
C30 -49.07550 9.87423 -7.45910
C31 -50.33058 10.09267 -6.54539
C32 -50.03028 9.58432 -5.38069
H39 -48.30358 8.22220 -4.56101
H40 -47.40971 8.51531 -6.99475
H41 -48.99066 10.08129 -8.53503
H42 -51.14042 10.57744 -6.97180
H43 -50.60282 9.60813 -4.55147
N9 -45.14942 11.23664 -1.63196
C33 -44.70794 11.26497 -0.35469
C34 -43.82038 12.40403 -0.32997
C35 -43.86067 12.95166 -1.70591
C36 -44.76162 12.26140 -2.48354
H44 -45.90038 10.45078 -1.89017
H45 -45.02628 10.40419 0.21807
H46 -43.50678 12.67116 0.53329
H47 -43.21759 13.87611 -2.11069
H48 -44.95643 12.35593 -3.52292
N10 -43.38554 6.99075 -1.87204
C37 -42.60594 7.97554 -1.38276
C38 -41.30562 7.51821 -1.39567
C39 -41.31131 6.12344 -1.89606
C40 -42.59923 5.83326 -2.33890
H49 -44.57187 7.14105 -1.77487
H50 -43.19308 8.99803 -1.00121
H51 -40.32669 8.08398 -1.14064
H52 -40.45539 5.64322 -2.42432
H53 -42.90625 5.03044 -2.76094

Here are the Löwdin charges for atoms 1 to 6, given in e: atom 1 (O): 0.0467, atom 2 (H): 0.1304, atom 3 (H): 0.1637, atom 4 (H): 0.1278, atom 5 (P): 0.1929, atom 6 (O): -0.2284

---

model a has the most favorable energy; the next structure is 2.056 eV above.